Entry 1:
This record from the OMol25 dataset describes H4NO2PS as an isolated structure. The level of theory is wB97M-V/def2-TZVPD.

Each line ends with the Mulliken charge.
Element x y z (Å)
N: 0.7278 0.0916 1.4166  -0.40
O: 1.5053 -1.4918 -1.0237  -0.32
O: 0.7672 1.6167 -0.6874  -0.54
P: -1.7461 0.0104 -0.5584  -0.13
S: 0.4556 0.2878 -0.1775  0.66
H: 0.6844 -0.8582 1.7735  0.27
H: 0.5696 0.6939 2.2075  0.23
H: -1.5275 -1.2015 -1.1937  0.10
H: -1.4363 0.8511 -1.7568  0.13

Summary:
Largest force on an atom: 0.039 Eh/bohr
HOMO level (alpha / beta): -8.0957 / -9.3300 eV
2S+1: 3
HOMO-LUMO gap (alpha / beta): 0.306 / 0.306 Eh
LUMO level (alpha / beta): 0.23 / -1.01 eV
Calculated total energy: -946.9475 Ha

***

Entry 2:
This record from the OMol25 dataset describes C6H6NO4 as an isolated structure. The level of theory is wB97M-V/def2-TZVPD.

Each line ends with the Mulliken charge.
Element x y z (Å)
C: 1.1453 0.5981 -1.3526  -0.41
C: 1.9063 0.0169 -0.4353  -0.23
C: 0.1674 -2.4485 -0.0736  0.37
C: -0.1841 -0.0600 -1.1861  -0.82
C: 0.2761 -0.8738 0.0412  1.40
C: -0.1715 -0.3577 1.3753  -1.68
N: 3.1972 0.0693 0.0227  0.77
O: 1.0709 -3.1450 0.3536  -0.60
O: -0.9418 -2.7101 -0.5564  -0.48
O: 4.1051 -0.2372 -0.7522  -0.73
O: 3.3869 0.4019 1.1938  -0.74
H: 1.3958 1.4211 -2.0140  0.41
H: -1.0094 0.6296 -0.9844  0.26
H: -0.4708 -0.7127 -2.0124  0.28
H: -1.1931 -0.7047 1.5458  0.48
H: -0.1579 0.7336 1.4165  0.39
H: 0.4618 -0.7512 2.1688  0.33

Summary:
Net charge: -1
Largest force on an atom: 0.061 Eh/bohr
HOMO level (alpha / beta): -1.7929 / -4.9596 eV
2S+1: 3
HOMO-LUMO gap (alpha / beta): 0.196 / 0.188 Eh
LUMO level (alpha / beta): 3.55 / 0.15 eV
Calculated total energy: -587.7278 Ha

***

Entry 3:
This record from the OMol25 dataset describes C32H96As2F12N9O11 as an isolated structure. The level of theory is wB97M-V/def2-TZVPD.

Each line ends with the Mulliken charge.
Element x y z (Å)
C: 3.5421 -0.4503 -2.3466  -1.65
C: 2.5564 -0.0225 -3.5321  0.23
C: 2.3255 1.4444 -3.8838  -0.45
O: 1.3807 1.5315 -4.9101  -0.25
C: 1.4860 2.6719 -5.6866  -0.82
N: 2.9014 -0.8559 -4.7170  0.11
H: 3.6695 -0.3989 -5.1873  0.36
H: 3.0957 -1.8130 -4.4594  0.39
H: 2.1239 -0.8049 -5.3596  0.33
H: 3.3562 -1.4742 -2.0223  0.52
H: 3.4333 0.2123 -1.4880  0.20
H: 4.6100 -0.4023 -2.5597  0.57
H: 1.6372 -0.5617 -3.3027  -0.28
H: 3.2877 1.9154 -4.0849  0.80
H: 1.8397 1.9292 -3.0370  -0.13
H: 1.1628 2.4214 -6.6970  0.32
H: 2.5115 3.0390 -5.6448  0.45
H: 0.9070 3.5577 -5.4256  0.18
C: -4.7253 4.2566 -0.4914  -1.55
C: -3.6983 3.5067 0.4166  0.96
C: -4.0610 3.8743 1.8214  -1.48
O: -3.2435 3.1979 2.8230  -0.09
C: -3.5333 3.5395 4.1355  -1.00
N: -3.7458 1.9969 0.2180  0.52
H: -4.2172 1.4947 0.9567  0.45
H: -3.9109 1.6364 -0.7109  0.34
H: -2.7893 1.7385 0.4141  -0.74
H: -5.6933 3.7766 -0.3472  0.49
H: -4.4088 4.3275 -1.5320  0.29
H: -4.9118 5.2849 -0.1817  0.44
H: -2.6895 3.7403 0.0762  -0.05
H: -5.1140 3.6896 2.0337  0.53
H: -4.1893 4.9476 1.9612  0.74
H: -2.6984 3.3089 4.7973  0.32
H: -4.4403 3.0526 4.4938  0.29
H: -3.7421 4.6077 4.1934  0.41
C: -0.6385 -3.6432 2.8725  -0.88
C: -1.4406 -4.3044 4.0299  -0.08
C: -2.8457 -4.8571 3.6686  -0.58
O: -3.3021 -5.9721 4.4629  -0.44
C: -3.6006 -5.6493 5.8033  -0.75
N: -0.5710 -5.5561 4.5266  -0.15
H: -1.0434 -6.0317 5.2821  0.35
H: -0.4613 -6.2340 3.7859  0.35
H: 0.3480 -5.2837 4.8450  0.36
H: -1.1289 -2.7108 2.5929  -0.24
H: -0.6150 -4.3716 2.0620  0.53
H: 0.2939 -3.2507 3.2784  0.33
H: -1.5440 -3.6763 4.9148  0.40
H: -2.7431 -5.2715 2.6657  0.28
H: -3.6255 -4.0979 3.7290  0.43
H: -4.1852 -6.4467 6.2621  0.30
H: -4.1211 -4.6935 5.8638  0.31
H: -2.7850 -5.3594 6.4656  0.30
C: -6.0941 -3.4144 -2.1488  -1.50
C: -5.1799 -3.4869 -0.8727  0.06
C: -4.7051 -4.9251 -0.6072  -0.14
O: -3.8811 -5.4508 -1.6251  -0.30
C: -3.7068 -6.8425 -1.4572  -0.77
N: -3.9736 -2.5502 -1.1126  0.51
H: -4.3201 -1.7121 -1.5571  0.33
H: -3.6121 -2.3271 -0.1963  -0.15
H: -3.1931 -2.9217 -1.6350  0.31
H: -6.5342 -2.4706 -2.4709  0.44
H: -6.9450 -4.0557 -1.9192  0.40
H: -5.5537 -3.7425 -3.0368  0.38
H: -5.7190 -3.0826 -0.0159  0.22
H: -5.6306 -5.4771 -0.4430  0.57
H: -4.1777 -4.8997 0.3464  -0.02
H: -3.2127 -7.2633 -2.3329  0.27
H: -4.6626 -7.3646 -1.4116  0.35
H: -3.0218 -6.9333 -0.6142  0.26
C: 7.9413 -2.7392 0.9063  -1.24
C: 6.5970 -3.4547 1.4098  -0.05
C: 5.3438 -2.5902 1.2923  -0.28
O: 4.1603 -3.3097 1.6844  -0.45
C: 3.0135 -2.4620 1.9074  -0.15
N: 6.4149 -4.6710 0.5287  -0.27
H: 5.5106 -5.0717 0.7330  0.34
H: 6.2314 -4.3124 -0.3975  0.34
H: 7.1768 -5.3280 0.4388  0.35
H: 8.9373 -3.1819 0.8975  0.42
H: 8.0843 -1.7913 1.4252  0.34
H: 7.7946 -2.4722 -0.1403  0.38
H: 6.6762 -3.9150 2.3947  0.34
H: 5.3409 -2.2285 0.2641  0.18
H: 5.5430 -1.7480 1.9550  0.34
H: 2.9269 -1.6906 1.1422  0.08
H: 3.0571 -1.8933 2.8363  0.27
H: 2.0914 -3.0366 1.9944  0.04
C: 0.7191 3.6754 4.4652  -1.42
C: 0.7332 2.4611 3.4980  0.79
C: 2.1327 1.7879 3.6527  -0.59
O: 2.1436 1.1237 4.8801  -0.37
C: 3.4372 0.7406 5.4843  -0.74
N: -0.4383 1.4217 3.7808  0.68
H: -0.4386 1.0800 4.7312  0.49
H: -1.3289 1.8448 3.5620  -0.06
H: -0.3445 0.6315 3.1588  -0.40
H: 0.9426 3.4048 5.4971  0.39
H: -0.2196 4.2270 4.5176  0.32
H: 1.5693 4.3199 4.2420  0.44
H: 0.5773 2.7096 2.4482  -0.06
H: 2.9594 2.4950 3.5848  0.68
H: 2.3845 1.1073 2.8394  -0.02
H: 3.2408 0.5185 6.5333  0.29
H: 4.1710 1.5457 5.5232  0.35
H: 3.8197 -0.1522 4.9896  0.17
C: -3.1579 0.9196 -5.6693  -1.58
C: -2.0618 1.4176 -4.7385  0.58
C: -1.9370 2.9510 -4.4529  -0.79
O: -0.8403 3.0767 -3.5530  0.29
C: -0.6018 4.4016 -3.1629  -0.64
N: -1.9481 0.4575 -3.5335  0.76
H: -1.6869 -0.5028 -3.7060  0.09
H: -1.2538 0.9069 -2.9537  -0.58
H: -2.7900 0.4578 -2.9756  0.32
H: -4.1359 1.3598 -5.4747  0.39
H: -3.2688 -0.1585 -5.7861  0.44
H: -3.0076 1.1453 -6.7250  0.41
H: -1.1543 1.1990 -5.3012  0.00
H: -2.9010 3.2563 -4.0459  0.33
H: -1.8171 3.4719 -5.4028  0.49
H: 0.4038 4.5585 -2.7728  0.04
H: -1.2891 4.5756 -2.3350  0.03
H: -0.9241 5.1405 -3.8966  0.42
C: 4.7076 6.0793 -3.6770  -1.25
C: 5.3258 5.7159 -2.3544  0.08
C: 4.2184 5.5091 -1.2420  -0.84
O: 3.4533 4.3080 -1.5266  0.02
C: 2.6025 3.8360 -0.4790  -0.97
N: 6.2739 4.4592 -2.4489  -0.23
H: 6.5993 4.1042 -1.5611  0.35
H: 5.8065 3.6902 -2.9074  0.22
H: 7.1493 4.6009 -2.9324  0.41
H: 4.2290 7.0565 -3.6130  0.40
H: 3.9032 5.4161 -3.9951  0.19
H: 5.4883 6.3252 -4.3970  0.46
H: 6.0785 6.4727 -2.1335  0.38
H: 3.5844 6.3925 -1.1654  0.44
H: 4.7442 5.5091 -0.2872  0.42
H: 2.0567 4.6148 0.0536  0.47
H: 3.1557 3.2512 0.2558  0.48
H: 1.9144 3.1193 -0.9272  -0.03
N: -0.5005 -2.9281 -3.3781  0.80
O: -1.2667 -2.6121 -2.5788  -0.47
O: -0.4763 -2.2718 -4.3945  -0.71
O: 0.1532 -3.9936 -3.1840  -0.72
As: -4.1459 -0.6203 2.9756  1.74
F: -3.1716 -1.6979 4.1223  -0.48
F: -5.7876 -1.3113 3.4281  -0.45
F: -5.1076 0.4987 1.8487  -0.69
F: -2.6891 0.2576 2.5503  -0.02
F: -3.9879 -1.8014 1.6752  -0.40
F: -4.3754 0.5984 4.3435  -0.50
As: -0.0335 -0.0166 0.1494  2.32
F: -0.4850 1.6611 0.6833  -0.52
F: 1.6895 0.2894 0.3725  -0.59
F: 0.3891 -1.6677 -0.3032  -0.52
F: -1.7721 -0.3325 -0.2908  -0.41
F: 0.1714 0.7535 -1.4803  -0.46
F: -0.3069 -0.5322 1.8897  -0.61

Summary:
Net charge: +5
Largest force on an atom: 0.188 Eh/bohr
HOMO level: -17.3752 eV
HOMO-LUMO gap: 0.266 Eh
LUMO level: -10.15 eV
Calculated total energy: -8265.4031 Ha

***

Energy above the lowest of the compared OMol25 structures with the same formula, charge and spin / kJ/mol: 458.2 0.0 270.8